{"formula": "C37H42N4O2S4Zr", "method": "ωB97M-V with the def2-TZVPD basis set", "species": ["Zr", "C", "C", "C", "C", "C", "C", "C", "C", "C", "H", "H", "H", "H", "H", "H", "H", "H", "H", "H", "H", "H", "O", "S", "C", "C", "C", "C", "S", "O", "C", "C", "C", "C", "C", "C", "C", "C", "C", "C", "C", "C", "H", "H", "H", "H", "H", "H", "H", "H", "H", "H", "H", "H", "H", "H", "H", "H", "H", "H", "N", "C", "S", "C", "C", "C", "N", "C", "C", "H", "H", "H", "H", "H", "H", "N", "C", "S", "C", "C", "C", "N", "C", "C", "H", "H", "H", "H", "H", "H"], "positions_angstrom": [[0.389, -0.637, 1.246], [1.403, 1.528, 4.456], [1.694, 0.399, 3.516], [1.176, -0.882, 3.759], [1.631, -2.004, 3.050], [1.115, -3.385, 3.365], [2.676, -1.822, 2.131], [3.171, -0.552, 1.814], [4.357, -0.388, 0.918], [2.583, 0.563, 2.441], [0.438, 1.422, 4.949], [1.478, 2.507, 3.978], [2.169, 1.500, 5.239], [0.501, -1.030, 4.592], [0.128, -3.363, 3.825], [1.791, -3.855, 4.084], [1.094, -4.030, 2.487], [3.167, -2.698, 1.727], [5.257, -0.461, 1.538], [4.378, 0.587, 0.433], [4.423, -1.172, 0.163], [3.000, 1.546, 2.250], [-1.130, -1.472, 0.313], [-2.297, -1.013, -0.692], [-2.035, -2.173, -2.045], [-0.698, -2.040, -2.801], [0.137, -3.320, -2.828], [0.767, -3.700, -1.497], [2.137, -2.683, -0.878], [1.438, -1.352, -0.364], [3.042, -2.225, -2.298], [2.738, -1.083, -3.035], [3.515, -0.808, -4.148], [4.555, -1.664, -4.508], [4.840, -2.797, -3.755], [4.089, -3.083, -2.623], [-1.700, 0.541, -1.355], [-2.100, 0.769, -2.626], [-2.061, 1.945, -3.448], [-1.415, 3.105, -3.190], [-1.406, 3.053, -0.625], [-1.392, 1.557, -0.269], [-2.916, -2.072, -2.682], [-2.161, -3.129, -1.526], [-0.108, -1.236, -2.372], [-0.909, -1.738, -3.826], [0.918, -3.206, -3.581], [-0.461, -4.175, -3.151], [1.214, -4.698, -1.533], [0.061, -3.690, -0.664], [1.923, -0.428, -2.752], [3.309, 0.073, -4.744], [5.155, -1.439, -5.382], [5.654, -3.451, -4.038], [4.322, -3.955, -2.018], [-2.565, -0.068, -3.140], [-2.550, 1.847, -4.411], [-0.316, 4.393, -1.920], [-0.842, 3.577, 0.154], [0.201, 2.000, 1.002], [-5.438, 1.356, 5.433], [-5.048, 1.099, 4.201], [-5.899, 1.206, 2.797], [-3.648, 0.711, 3.891], [-3.316, -0.618, 3.593], [-2.120, -0.878, 2.995], [-1.211, 0.078, 2.657], [-1.498, 1.332, 3.067], [-2.660, 1.681, 3.704], [-6.395, 1.645, 5.596], [-4.845, 1.221, 6.237], [-4.013, -1.423, 3.791], [-1.863, -1.903, 2.759], [-0.763, 2.100, 2.863], [-2.838, 2.717, 3.969], [-2.350, 4.783, -4.699], [-1.289, 4.133, -4.259], [0.266, 4.236, -4.788], [-0.657, 3.356, -1.912], [-2.859, 3.028, -0.170], [-2.734, 1.856, 0.449], [0.038, 1.287, 0.289], [0.940, 1.653, -0.865], [0.611, 2.519, -1.817], [-2.245, 5.444, -5.459], [-3.275, 4.634, -4.327], [-3.660, 3.754, -0.243], [-3.419, 1.236, 1.024], [1.888, 1.141, -0.870], [1.330, 2.682, -2.616]], "lowdin_charge": [1.87, 0.00, -0.28, -0.06, -0.32, 0.01, -0.06, -0.27, 0.02, -0.02, 0.09, 0.10, 0.13, 0.15, 0.09, 0.13, 0.10, 0.14, 0.13, 0.11, 0.08, 0.15, -0.66, 1.20, -0.28, -0.20, -0.18, -0.27, 1.14, -0.68, -0.43, -0.07, -0.02, 0.00, -0.01, -0.06, -0.31, -0.03, 0.01, -0.20, -0.15, -0.35, 0.12, 0.11, 0.07, 0.14, 0.13, 0.14, 0.12, 0.09, 0.09, 0.13, 0.14, 0.14, 0.13, 0.11, 0.14, 0.16, 0.17, 0.11, 0.18, -0.83, 0.81, -0.24, 0.02, -0.12, -0.12, -0.15, 0.02, 0.14, 0.14, 0.15, 0.12, 0.12, 0.15, 0.17, -0.83, 0.83, -0.20, 0.09, 0.00, -0.09, -0.06, 0.02, 0.14, 0.14, 0.14, 0.09, 0.10, 0.11], "total_charge": 4, "e_tot_ev": -93689.025, "e_above_lowest_kcal_mol": 95.65, "homo_ev": -17.03, "homo_lumo_gap_ev": 4.9586}